No. 1
A 3-piece molecular cluster, C2BrCl3FN overall. Source: the Open Molecules 2025 dataset; level of theory: ωB97M-V/def2-TZVPD.

Output
Frontier orbital gap (spin up / spin down), eV: 3.93 / 3.93
LUMO energy (spin up / spin down), eV: -3.77 / -3.77
Energy above the lowest of the compared OMol25 structures with the same formula, charge and spin, kcal/mol: 51.53
Total energy, hartree: -4185.21995
Maximum force, hartree/bohr: 0.0871

ORCA input file:
```
! RIJCOSX wB97M-V def2-TZVPD def2/J DEFGRID3
* xyz 0 1
C -1.051 -0.638 0.389
F 2.382 0.580 0.147
Cl -1.672 -2.039 -0.179
N 0.998 -1.263 -0.471
Cl -0.711 -0.552 2.047
C 1.671 -0.400 -0.170
Cl -1.617 0.908 -0.287
Br 0.001 3.404 -1.476
*
```

---

No. 2
A 2-piece molecular cluster, C2BrClF2S overall. Source: the Open Molecules 2025 dataset; level of theory: ωB97M-V/def2-TZVPD.

Output
Frontier orbital gap (spin up / spin down), eV: 7.15 / 6.82
⟨S²⟩: 2.019
LUMO energy (spin up / spin down), eV: 0.15 / -3.32
Energy above the lowest of the compared OMol25 structures with the same formula, charge and spin, kcal/mol: 7.65
Total energy, hartree: -3708.16478
Maximum force, hartree/bohr: 0.0890

ORCA input file:
```
! RIJCOSX wB97M-V def2-TZVPD def2/J DEFGRID3
* xyz 0 3
C 0.440 -0.507 -0.612
C -0.580 0.648 0.821
F 0.673 0.272 -1.658
S -0.251 0.587 2.351
F -0.301 -1.547 -0.971
Cl 1.893 -0.961 0.251
Br -1.874 1.508 -0.182
*
```

---

No. 3
One molecule with the formula C2Cl2F2N2. Source: the Open Molecules 2025 dataset; level of theory: ωB97M-V/def2-TZVPD.

Output
Frontier orbital gap, eV: 11.46
LUMO energy, eV: -0.15
Energy above the lowest of the compared OMol25 structures with the same formula, charge and spin, kcal/mol: 0.00
Total energy, hartree: -1305.65290
SMILES: N#CC(Cl)(Cl)N(F)F
Maximum force, hartree/bohr: 0.0783

ORCA input file:
```
! RIJCOSX wB97M-V def2-TZVPD def2/J DEFGRID3
* xyz 0 1
N 0.400 -0.023 1.119
C -0.591 0.018 -0.045
Cl -1.501 1.423 0.020
C 0.045 -0.033 -1.296
N 0.735 0.195 -2.168
F 1.174 1.085 0.899
Cl -1.497 -1.541 0.305
F 1.236 -1.122 1.166
*
```

---

No. 4
A 2-piece molecular cluster, C2Cl2F2S overall. Source: the Open Molecules 2025 dataset; level of theory: ωB97M-V/def2-TZVPD.

Output
Frontier orbital gap, eV: 7.44
LUMO energy, eV: -1.96
Energy above the lowest of the compared OMol25 structures with the same formula, charge and spin, kcal/mol: 62.44
Total energy, hartree: -1594.35805
Maximum force, hartree/bohr: 0.0756

ORCA input file:
```
! RIJCOSX wB97M-V def2-TZVPD def2/J DEFGRID3
* xyz 0 1
F -0.152 -0.362 2.073
F -0.363 1.162 -1.219
Cl 3.151 -0.801 -0.156
C 0.003 0.364 0.949
S 2.305 0.967 0.019
Cl -2.381 -0.074 -0.005
C -0.685 0.506 -0.168
*
```

---

No. 5
A 2-piece molecular cluster, C2Cl2F2S overall. Source: the Open Molecules 2025 dataset; level of theory: ωB97M-V/def2-TZVPD.

Output
Frontier orbital gap, eV: 7.56
LUMO energy, eV: -1.96
Energy above the lowest of the compared OMol25 structures with the same formula, charge and spin, kcal/mol: 52.81
Total energy, hartree: -1594.37341
Maximum force, hartree/bohr: 0.0683

ORCA input file:
```
! RIJCOSX wB97M-V def2-TZVPD def2/J DEFGRID3
* xyz 0 1
F -0.618 1.563 -0.863
C 0.085 -0.266 0.336
Cl 3.484 -0.332 0.655
F -0.023 -1.297 1.202
Cl -2.576 0.274 0.183
C -0.830 0.569 -0.092
S 2.251 0.591 -0.579
*
```

---

No. 6
One molecule with the formula C2Cl2FNS. Source: the Open Molecules 2025 dataset; level of theory: ωB97M-V/def2-TZVPD.

Output
Frontier orbital gap (spin up / spin down), eV: 8.42 / 6.33
LUMO energy (spin up / spin down), eV: -1.28 / -2.58
Energy above the lowest of the compared OMol25 structures with the same formula, charge and spin, kcal/mol: 54.57
Total energy, hartree: -1549.27289
Maximum force, hartree/bohr: 0.0335

ORCA input file:
```
! RIJCOSX wB97M-V def2-TZVPD def2/J DEFGRID3
* xyz 0 1
N -1.776 0.335 -0.774
S -0.490 -1.894 0.509
Cl 1.264 1.991 -0.913
C 0.784 1.606 0.605
C -1.274 -0.599 -0.319
F -0.257 2.309 1.031
Cl 0.920 0.115 1.267
*
```

---

No. 7
A 2-piece molecular cluster, C2Cl2N2O2 overall. Source: the Open Molecules 2025 dataset; level of theory: ωB97M-V/def2-TZVPD.

Output
Frontier orbital gap (spin up / spin down), eV: 8.70 / 9.19
⟨S²⟩: 2.015
LUMO energy (spin up / spin down), eV: 0.04 / -2.86
Total energy, hartree: -1256.37270
Maximum force, hartree/bohr: 0.0542

ORCA input file:
```
! RIJCOSX wB97M-V def2-TZVPD def2/J DEFGRID3
* xyz 0 3
C -1.478 0.035 0.215
O 1.533 -1.385 0.720
N -2.236 -0.064 1.074
Cl -0.040 1.786 -1.189
O 1.665 0.771 1.136
N 1.277 -0.241 0.693
Cl -0.233 -1.082 -1.892
C -0.487 0.179 -0.756
*
```

---

No. 8
One molecule with the formula C2Cl3F3. Source: the Open Molecules 2025 dataset; level of theory: ωB97M-V/def2-TZVPD.

Output
Frontier orbital gap, eV: 11.31
LUMO energy, eV: -0.17
Energy above the lowest of the compared OMol25 structures with the same formula, charge and spin, kcal/mol: 34.11
Total energy, hartree: -1756.34113
SMILES: FC(F)(Cl)C(F)(Cl)Cl
Maximum force, hartree/bohr: 0.0658

ORCA input file:
```
! RIJCOSX wB97M-V def2-TZVPD def2/J DEFGRID3
* xyz 0 1
C 0.669 0.152 -0.148
Cl 1.026 1.983 0.300
C -0.733 -0.387 0.209
F -0.943 -1.547 -0.553
Cl 2.286 -0.702 0.141
Cl -2.020 0.776 -0.111
F 0.486 0.351 -1.437
F -0.771 -0.626 1.601
*
```

---

No. 9
A 2-piece molecular cluster, C2Cl3FN4 overall. Source: the Open Molecules 2025 dataset; level of theory: ωB97M-V/def2-TZVPD.

Output
Frontier orbital gap, eV: 5.31
LUMO energy, eV: -3.65
Energy above the lowest of the compared OMol25 structures with the same formula, charge and spin, kcal/mol: 34.06
Total energy, hartree: -1775.49311
Maximum force, hartree/bohr: 0.0663

ORCA input file:
```
! RIJCOSX wB97M-V def2-TZVPD def2/J DEFGRID3
* xyz 0 1
Cl -2.337 -1.853 0.327
F 2.133 -1.061 1.521
Cl -2.021 -0.165 -1.830
C 1.696 -0.204 0.581
C -2.094 -0.301 -0.193
Cl -1.736 0.996 0.751
N 0.600 0.502 -1.032
N 1.780 1.106 0.677
N 1.084 1.549 -0.409
N 0.895 -0.569 -0.395
*
```

---

No. 10
C2Cl3I as an isolated structure. Source: the Open Molecules 2025 dataset; level of theory: ωB97M-V/def2-TZVPD.

Output
Frontier orbital gap (spin up / spin down), eV: 7.19 / 6.77
⟨S²⟩: 2.012
LUMO energy (spin up / spin down), eV: -0.95 / -2.25
Total energy, hartree: -1754.21802
Maximum force, hartree/bohr: 0.0441

ORCA input file:
```
! RIJCOSX wB97M-V def2-TZVPD def2/J DEFGRID3
* xyz 0 3
Cl -1.929 1.433 0.639
C 1.979 -0.515 0.831
Cl 1.101 -1.829 0.369
C -1.119 0.134 0.068
I 1.723 1.214 -0.502
Cl -1.755 -0.437 -1.404
*
```

---

No. 11
One molecule with the formula C2Cl3N. Source: the Open Molecules 2025 dataset; level of theory: ωB97M-V/def2-TZVPD.

Output
Frontier orbital gap, eV: 11.84
LUMO energy, eV: 0.14
Energy above the lowest of the compared OMol25 structures with the same formula, charge and spin, kcal/mol: 0.00
Total energy, hartree: -1511.50590
SMILES: N#CC(Cl)(Cl)Cl
Maximum force, hartree/bohr: 0.0815

ORCA input file:
```
! RIJCOSX wB97M-V def2-TZVPD def2/J DEFGRID3
* xyz 0 1
N 2.243 1.360 -0.246
Cl -1.390 1.141 -0.013
C 1.235 0.765 -0.179
Cl 0.117 -0.858 1.505
C -0.006 0.071 -0.043
Cl -0.085 -1.137 -1.313
*
```

---

No. 12
C2Cl3O3S as an isolated structure. Source: the Open Molecules 2025 dataset; level of theory: ωB97M-V/def2-TZVPD.

Output
Frontier orbital gap, eV: 8.20
LUMO energy, eV: 3.42
Energy above the lowest of the compared OMol25 structures with the same formula, charge and spin, kcal/mol: 44.81
Total energy, hartree: -2080.66869
Maximum force, hartree/bohr: 0.0329

ORCA input file:
```
! RIJCOSX wB97M-V def2-TZVPD def2/J DEFGRID3
* xyz -1 1
O 1.638 -0.182 0.478
C 0.559 -1.181 -1.947
Cl 0.264 2.576 0.639
O -0.117 -0.006 2.235
S 0.249 -0.013 0.856
C -0.785 1.180 -0.358
Cl -2.618 1.327 -0.081
Cl -0.665 -1.851 0.172
O 1.476 -1.850 -1.994
*
```

---

No. 13
A 2-piece molecular cluster, C2Cl4O overall. Source: the Open Molecules 2025 dataset; level of theory: ωB97M-V/def2-TZVPD.

Output
Frontier orbital gap, eV: 8.75
LUMO energy, eV: -1.04
Energy above the lowest of the compared OMol25 structures with the same formula, charge and spin, kcal/mol: 46.21
Total energy, hartree: -1992.11740
Maximum force, hartree/bohr: 0.0205

ORCA input file:
```
! RIJCOSX wB97M-V def2-TZVPD def2/J DEFGRID3
* xyz 0 1
Cl -1.930 -1.989 2.104
O -0.407 0.561 -0.995
Cl 1.416 -0.715 -2.292
Cl -0.944 0.635 2.245
C -0.561 -0.986 1.803
C 0.664 0.568 -1.474
Cl 1.760 1.925 -1.391
*
```

---

No. 14
One molecule with the formula C2Cl4OS. Source: the Open Molecules 2025 dataset; level of theory: ωB97M-V/def2-TZVPD.

Output
Frontier orbital gap, eV: 9.48
LUMO energy, eV: -0.59
Energy above the lowest of the compared OMol25 structures with the same formula, charge and spin, kcal/mol: 0.00
Total energy, hartree: -2390.36863
SMILES: O=C(SCl)C(Cl)(Cl)Cl
Maximum force, hartree/bohr: 0.0769

ORCA input file:
```
! RIJCOSX wB97M-V def2-TZVPD def2/J DEFGRID3
* xyz 0 1
Cl 2.025 1.201 1.013
O -1.050 1.566 0.539
C -0.456 0.674 0.023
Cl 1.173 -1.577 0.338
S -0.866 -0.103 -1.501
Cl -2.770 0.477 -1.484
C 0.740 -0.023 1.069
Cl -0.118 -0.226 2.534
*
```

---

No. 15
One molecule with the formula C2Cl4OS. Source: the Open Molecules 2025 dataset; level of theory: ωB97M-V/def2-TZVPD.

Output
Frontier orbital gap, eV: 9.29
LUMO energy, eV: -0.52
Energy above the lowest of the compared OMol25 structures with the same formula, charge and spin, kcal/mol: 26.09
Total energy, hartree: -2390.32706
Maximum force, hartree/bohr: 0.0749

ORCA input file:
```
! RIJCOSX wB97M-V def2-TZVPD def2/J DEFGRID3
* xyz 0 1
C -0.585 -1.226 -0.384
Cl 0.770 -2.365 -0.387
S 1.330 0.841 -0.159
O 1.950 0.272 0.992
Cl 0.953 2.858 0.284
C -0.375 0.158 -0.134
Cl -1.777 1.093 0.331
Cl -2.266 -1.632 -0.544
*
```

---

No. 16
A 2-piece molecular cluster, C2Cl6P2 overall. Source: the Open Molecules 2025 dataset; level of theory: ωB97M-V/def2-TZVPD.

Output
Frontier orbital gap (spin up / spin down), eV: 6.25 / 6.41
⟨S²⟩: 2.015
LUMO energy (spin up / spin down), eV: -0.61 / -2.81
Total energy, hartree: -3519.95569
Maximum force, hartree/bohr: 0.1001

ORCA input file:
```
! RIJCOSX wB97M-V def2-TZVPD def2/J DEFGRID3
* xyz 0 3
Cl 0.964 0.640 1.802
Cl -0.978 2.819 0.647
Cl -0.582 -1.389 -2.252
Cl 0.409 3.125 -2.070
C -0.321 -2.169 0.590
P -1.032 -0.957 -0.389
C 0.308 2.443 -0.430
Cl -0.491 -2.097 2.308
Cl 0.314 -3.632 -0.134
P 1.409 1.217 -0.073
*
```

---

No. 17
A 2-piece molecular cluster, C2ClF2O2 overall. Source: the Open Molecules 2025 dataset; level of theory: ωB97M-V/def2-TZVPD.

Output
Frontier orbital gap, eV: 6.37
LUMO energy, eV: 3.65
Energy above the lowest of the compared OMol25 structures with the same formula, charge and spin, kcal/mol: 20.05
Total energy, hartree: -886.66010
Maximum force, hartree/bohr: 0.0495

ORCA input file:
```
! RIJCOSX wB97M-V def2-TZVPD def2/J DEFGRID3
* xyz -1 1
C -0.979 -0.304 -0.294
C 1.639 0.808 0.672
O 1.288 0.661 1.747
Cl -0.339 -1.445 -1.658
F -2.098 0.325 -0.792
O 1.983 1.089 -0.385
F -1.494 -1.134 0.710
*
```

---

No. 18
C2ClF6NS as an isolated structure. Source: the Open Molecules 2025 dataset; level of theory: ωB97M-V/def2-TZVPD.

Output
Frontier orbital gap (spin up / spin down), eV: 7.75 / 7.96
LUMO energy (spin up / spin down), eV: -1.91 / -1.48
Energy above the lowest of the compared OMol25 structures with the same formula, charge and spin, kcal/mol: 22.04
Total energy, hartree: -1588.36408
Maximum force, hartree/bohr: 0.0731

ORCA input file:
```
! RIJCOSX wB97M-V def2-TZVPD def2/J DEFGRID3
* xyz 0 1
S 0.599 0.312 -0.229
F 0.056 -2.251 -0.860
F -0.458 -1.591 1.191
F -0.148 2.929 0.487
F -1.718 -1.128 -0.521
C -0.712 1.759 0.100
F -1.587 1.921 -0.792
N 2.205 -1.283 -0.265
F -1.344 1.293 1.143
C -0.458 -1.331 -0.123
Cl 3.564 -0.629 -0.130
*
```

---

No. 19
One molecule with the formula C2ClN2P. Source: the Open Molecules 2025 dataset; level of theory: ωB97M-V/def2-TZVPD.

Output
Frontier orbital gap, eV: 10.58
LUMO energy, eV: -0.91
Energy above the lowest of the compared OMol25 structures with the same formula, charge and spin, kcal/mol: 0.00
Total energy, hartree: -987.24472
SMILES: N#CP(Cl)C#N
Maximum force, hartree/bohr: 0.0696

ORCA input file:
```
! RIJCOSX wB97M-V def2-TZVPD def2/J DEFGRID3
* xyz 0 1
N 1.552 -1.830 0.307
Cl -2.235 -0.946 0.365
C -0.488 1.282 -0.084
P -0.836 -0.253 -0.906
C 0.680 -1.252 -0.146
N -0.422 2.349 0.329
*
```

---

No. 20
One molecule with the formula C2ClN5. Source: the Open Molecules 2025 dataset; level of theory: ωB97M-V/def2-TZVPD.

Output
Frontier orbital gap, eV: 9.40
LUMO energy, eV: -2.45
Energy above the lowest of the compared OMol25 structures with the same formula, charge and spin, kcal/mol: 14.07
Total energy, hartree: -810.04376
SMILES: N#CC1(Cl)N=NN=N1
Maximum force, hartree/bohr: 0.1123

ORCA input file:
```
! RIJCOSX wB97M-V def2-TZVPD def2/J DEFGRID3
* xyz 0 1
N 1.238 0.039 -0.568
N -0.404 -0.813 2.330
N -1.065 -0.192 -0.637
Cl -0.047 2.292 0.182
N -0.489 -0.902 -1.450
C -0.096 -0.194 1.424
C 0.048 0.513 0.151
N 0.814 -0.742 -1.432
*
```